Record 1
DFT (the ωB97M-V functional and the def2-TZVPD basis) results for a molecular structure, C37H34BiN3O2S2Te.

Each line ends with the Mulliken spin population.
Element x y z (Å)
1 Bi -0.89 0.04 0.79  0.175
2 S 0.10 3.84 3.38  0.085
3 C 1.55 3.53 2.43  0.017
4 C 2.73 4.24 2.45  -0.009
5 C 3.77 3.82 1.62  0.022
6 C 3.61 2.72 0.79  -0.009
7 C 2.42 2.01 0.78  0.024
8 C 1.38 2.41 1.61  -0.022
9 N 0.14 1.80 1.75  0.050
10 C -0.67 2.46 2.64  0.338
11 C -1.96 1.97 2.91  -0.076
12 C -2.85 2.56 3.85  0.147
13 C -4.07 1.98 4.08  -0.046
14 C -4.47 0.82 3.40  0.148
15 C -3.63 0.25 2.47  -0.114
16 C -2.38 0.81 2.20  0.190
17 H 2.84 5.11 3.08  -0.001
18 H 4.71 4.37 1.62  0.003
19 H 4.42 2.41 0.15  0.001
20 H 2.29 1.14 0.14  0.011
21 H -2.55 3.45 4.38  0.020
22 H -4.74 2.43 4.80  -0.002
23 H -5.43 0.37 3.61  0.009
24 H -3.94 -0.65 1.94  0.001
25 O -2.50 -1.96 0.09  0.013
26 S -2.02 -3.18 -0.69  0.001
27 C -3.54 -3.94 -1.32  0.000
28 C -4.09 -4.79 -0.19  0.000
29 C -2.88 -5.54 0.36  0.000
30 C -1.79 -4.49 0.57  0.000
31 H -3.27 -4.55 -2.19  0.000
32 H -4.19 -3.12 -1.64  0.000
33 H -4.87 -5.47 -0.52  0.000
34 H -4.52 -4.14 0.58  0.000
35 H -2.55 -6.27 -0.37  0.000
36 H -3.11 -6.06 1.29  0.000
37 H -0.78 -4.89 0.46  0.000
38 H -1.87 -3.97 1.52  0.001
39 O 0.28 -1.31 2.49  0.009
40 N 1.07 -0.60 3.29  0.030
41 C 2.37 -0.47 2.99  -0.005
42 C 3.16 0.40 3.70  0.000
43 C 2.62 1.13 4.75  -0.010
44 C 1.29 0.92 5.08  0.004
45 C 0.53 0.04 4.35  -0.004
46 H 2.70 -1.05 2.14  -0.003
47 H 4.20 0.51 3.41  0.000
48 H 3.22 1.85 5.28  -0.001
49 H 0.83 1.44 5.91  0.008
50 H -0.51 -0.16 4.52  -0.002
51 N -1.23 1.81 -0.98  -0.007
52 C -1.92 2.17 -1.82  -0.001
53 C -2.73 2.69 -2.89  -0.003
54 C -2.63 2.16 -4.17  0.003
55 C -3.27 2.79 -5.22  -0.001
56 C -4.01 3.94 -4.99  0.002
57 C -4.16 4.43 -3.70  -0.001
58 C -3.53 3.81 -2.64  0.002
59 H -2.04 1.26 -4.34  0.000
60 H -3.19 2.39 -6.22  0.000
61 H -4.47 4.46 -5.82  0.000
62 H -4.77 5.31 -3.51  0.000
63 H -3.63 4.18 -1.63  0.000
64 C 2.85 -0.37 -2.76  0.000
65 Te 1.59 -1.40 -1.36  0.002
66 C 2.83 -3.10 -1.75  -0.001
67 C 3.83 -2.68 -2.80  0.000
68 C 4.76 -3.60 -3.29  0.000
69 C 5.70 -3.22 -4.24  0.000
70 C 5.71 -1.91 -4.71  0.000
71 C 4.78 -1.00 -4.24  0.000
72 C 3.84 -1.38 -3.28  0.000
73 H 3.35 0.46 -2.26  0.000
74 H 2.24 0.04 -3.56  0.000
75 H 2.22 -3.94 -2.10  0.000
76 H 3.33 -3.41 -0.84  0.000
77 H 4.75 -4.62 -2.92  0.000
78 H 6.42 -3.94 -4.60  0.000
79 H 6.44 -1.60 -5.45  0.000
80 H 4.79 0.02 -4.61  0.000

Summary:
Multiplicity: 2
E_HOMO (spin up / spin down) in eV: -7.45 / -10.15
⟨S²⟩: 0.768
E_tot in eV: -82281.7010
LUMO level (spin up / spin down) in eV: -2.561 / -2.629
Relative energy (zero: lowest compared OMol25 entry of this formula, charge and spin) in kcal per mole: 28.43
Charge: +1

Record 2
DFT (the ωB97M-V functional and the def2-TZVPD basis) results for 2 unconnected molecules or ions with the total composition C3H5O3P in a non-equilibrium geometry.

Each line ends with the Mulliken charge.
Element x y z (Å)
1 C 1.07 -0.82 -0.17  0.349
2 C -0.30 -0.35 -0.51  -0.201
3 C 0.75 0.51 0.34  0.461
4 O 1.95 -1.67 -0.28  -0.507
5 O 1.34 1.52 -0.42  -0.509
6 O 0.36 0.79 1.64  -0.519
7 P -1.76 -0.91 0.45  -0.124
8 H -0.40 0.38 -1.96  0.295
9 H 0.79 2.29 -0.71  0.339
10 H 0.89 0.51 2.43  0.333
11 H -1.87 -1.92 -0.36  0.023
12 H -2.81 -0.32 -0.44  0.060

Summary:
E_HOMO in eV: -9.68
E_tot in eV: -18617.7071
LUMO level in eV: -0.623
Relative energy (zero: lowest compared OMol25 entry of this formula, charge and spin) in kcal per mole: 149.25